# 1
# C27H24BCo2F3O9

C27H24BCo2F3O9 as an isolated structure in a non-equilibrium geometry (ωB97M-V with the def2-TZVPD basis set, the OMol25 dataset).

Computed properties:
F_max: 0.07003 Eh/bohr
Kohn-Sham gap: 2.0644 eV
HOMO level: -6.70 eV
LUMO level: -4.635 eV

ORCA input file:
```
! RIJCOSX wB97M-V def2-TZVPD def2/J DEFGRID3
* xyz 0 1
C -5.890 4.420 -2.046
C -5.443 3.364 -1.154
C -5.444 3.234 0.211
C -4.937 1.922 0.496
C -4.612 1.344 -0.707
B -4.532 -0.192 -1.242
C -2.880 -0.115 -1.377
C -2.125 -0.419 -0.251
C -0.732 -0.417 -0.328
C -0.143 -0.057 -1.536
C 1.342 0.025 -1.617
F 1.845 -0.046 -2.875
F 1.812 1.188 -1.053
F 1.907 -1.018 -0.913
C -0.880 0.228 -2.676
C -2.276 0.184 -2.593
O -5.026 -1.113 -0.266
C -5.730 -2.115 -1.004
C -4.734 -3.231 -1.317
C -6.875 -2.614 -0.136
C -6.190 -1.341 -2.356
C -6.263 -2.163 -3.639
C -7.532 -0.628 -2.196
O -5.173 -0.352 -2.524
O -4.873 2.253 -1.701
H -6.232 5.256 -1.430
H -5.099 4.767 -2.722
H -6.740 4.073 -2.647
H -5.811 3.967 0.916
H -4.866 1.460 1.477
H -2.611 -0.611 0.705
H -0.130 -0.671 0.543
H -0.363 0.464 -3.600
H -2.865 0.436 -3.473
H -5.225 -4.105 -1.762
H -3.950 -2.871 -2.001
H -4.260 -3.551 -0.380
H -7.439 -3.395 -0.659
H -6.474 -3.040 0.790
H -7.551 -1.790 0.123
H -7.042 -2.931 -3.558
H -6.543 -1.485 -4.454
H -5.309 -2.635 -3.893
H -8.360 -1.351 -2.204
H -7.585 -0.032 -1.273
H -7.662 0.039 -3.057
O 4.380 0.138 6.377
C 4.540 -0.252 5.304
Co 4.810 -0.919 3.700
C 5.729 0.317 2.821
O 6.483 1.001 2.269
C 6.138 -1.766 4.493
O 6.970 -2.268 5.118
C 2.842 -0.818 3.473
C 2.054 -0.237 2.495
C 0.949 0.495 2.256
Co 3.250 -1.445 1.825
C 4.051 -0.484 0.517
O 4.702 0.026 -0.293
C 2.251 -2.788 1.147
O 1.596 -3.671 0.797
C 4.774 -2.470 1.980
O 5.491 -3.314 1.611
H 2.398 -1.266 4.378
H 0.892 1.092 1.340
H 0.152 0.564 3.002
*
```

Atom charges from the Mulliken analysis, given in e for atoms 1 to 4: -1.24 0.45 -0.75 -1.02

=====

# 2
# C27H24BF24O8P

A 4-piece molecular cluster, C27H24BF24O8P overall in a non-equilibrium geometry (ωB97M-V with the def2-TZVPD basis set, the OMol25 dataset).

Computed properties:
F_max: 0.05454 Eh/bohr
Kohn-Sham gap: 6.8873 eV
HOMO level: -7.82 eV
LUMO level: -0.934 eV
SMILES: CP(C)c1cc(B(O)O)c(O)c2c1C(=O)C=CC2=O.FC(F)C(F)(F)COC(F)(F)C(F)F.FC(F)C(F)(F)COC(F)(F)C(F)F.FC(F)C(F)(F)COC(F)(F)C(F)F

ORCA input file:
```
! RIJCOSX wB97M-V def2-TZVPD def2/J DEFGRID3
* xyz 0 1
C -5.086 2.797 -2.394
P -4.744 2.115 -4.098
C -5.637 0.501 -4.419
C -2.927 1.883 -4.431
C -2.164 0.685 -4.024
C -0.741 0.560 -4.366
B 0.126 -0.738 -3.995
O 0.404 -1.183 -2.704
O 0.612 -1.520 -5.071
C -0.039 1.629 -5.114
O 1.300 1.497 -5.459
C -0.790 2.805 -5.512
C -2.225 2.932 -5.165
C -2.935 4.238 -5.665
O -3.751 4.845 -5.028
C -2.444 4.724 -7.071
C -1.130 4.608 -7.385
C -0.153 3.969 -6.342
O 0.966 4.373 -6.178
H -5.025 2.042 -1.571
H -4.465 3.708 -2.177
H -6.150 3.171 -2.409
H -5.138 0.015 -5.303
H -6.680 0.736 -4.741
H -5.582 -0.238 -3.581
H -2.642 -0.151 -3.465
H 0.118 -0.531 -2.044
H -0.126 -1.548 -5.708
H 1.831 1.818 -4.710
H -3.209 5.137 -7.765
H -0.790 4.942 -8.390
F -0.314 -4.056 0.988
C -0.750 -3.070 0.179
F -1.552 -2.279 0.941
C -1.522 -3.601 -1.028
F -2.657 -4.228 -0.642
F -1.918 -2.520 -1.761
C -0.738 -4.522 -1.983
O -0.909 -5.932 -1.818
C -0.128 -6.582 -0.859
F 0.841 -5.756 -0.420
F 0.500 -7.587 -1.505
C -0.967 -7.169 0.279
F -1.696 -6.219 0.900
F -0.166 -7.730 1.215
H 0.110 -2.472 -0.133
H -1.139 -4.327 -2.979
H 0.316 -4.250 -2.049
H -1.651 -7.931 -0.099
F -1.532 -0.854 6.378
C -0.683 -1.893 6.281
F -0.309 -2.203 7.548
C 0.552 -1.571 5.436
F 1.294 -0.600 6.025
F 1.336 -2.685 5.423
C 0.298 -1.192 3.959
O 0.264 0.213 3.647
C -0.947 0.884 3.858
F -1.928 -0.006 4.096
F -1.258 1.474 2.683
C -0.840 1.958 4.946
F -0.435 1.437 6.121
F -2.048 2.532 5.160
H -1.225 -2.750 5.872
H 1.151 -1.566 3.399
H -0.560 -1.720 3.539
H -0.129 2.733 4.653
F 6.100 0.982 2.566
C 6.995 1.855 3.068
F 8.107 1.138 3.367
C 6.480 2.568 4.319
F 6.283 1.691 5.329
F 7.467 3.411 4.739
C 5.211 3.424 4.144
O 3.965 2.832 4.514
C 3.317 2.023 3.577
F 3.906 2.157 2.372
F 2.071 2.532 3.442
C 3.218 0.565 4.033
F 4.434 0.036 4.278
F 2.643 -0.197 3.063
H 7.258 2.573 2.287
H 5.318 4.259 4.838
H 5.158 3.888 3.157
H 2.625 0.482 4.940
*
```

Atom charges from the Mulliken analysis, given in e for atoms 1 to 4: -1.01 0.31 -1.01 0.34

=====

# 3
# C27H24Br2N7O5SSn

C27H24Br2N7O5SSn as an isolated structure (ωB97M-V with the def2-TZVPD basis set, the OMol25 dataset).

Computed properties:
F_max: 0.00692 Eh/bohr
Kohn-Sham gap: 7.0354 eV
HOMO level: -10.32 eV
LUMO level: -3.286 eV

ORCA input file:
```
! RIJCOSX wB97M-V def2-TZVPD def2/J DEFGRID3
* xyz 1 1
Sn 0.695 0.380 -0.797
O 1.212 -2.154 2.484
C 1.363 -1.253 1.686
O 1.248 -1.341 0.399
C 1.628 0.156 2.165
C 2.088 0.525 3.414
C 2.271 1.880 3.668
C 1.981 2.820 2.684
C 1.515 2.362 1.469
N 1.346 1.066 1.243
C 1.185 3.217 0.269
O 1.194 4.423 0.323
O 0.906 2.503 -0.783
H 2.299 -0.239 4.148
H 2.645 2.203 4.630
H 2.114 3.882 2.835
C -1.623 -2.326 -2.321
C -0.156 -2.564 -2.527
C 0.256 -3.796 -3.075
C 1.580 -4.078 -3.224
C 2.542 -3.117 -2.857
C 3.945 -3.307 -2.946
Br 4.639 -4.934 -3.608
C 4.804 -2.327 -2.559
C 4.311 -1.095 -2.086
Br 5.530 0.241 -1.573
C 2.967 -0.841 -2.012
O 2.493 0.350 -1.655
C 2.060 -1.886 -2.370
N 0.727 -1.641 -2.187
H -2.200 -3.129 -2.775
H -1.943 -1.386 -2.765
H -1.874 -2.299 -1.261
H -0.497 -4.519 -3.357
H 1.901 -5.032 -3.618
H 5.872 -2.478 -2.622
C -3.917 -0.095 4.179
C -3.288 -1.448 3.868
C -1.806 -1.477 4.229
C -3.530 -1.869 2.416
N -2.763 -1.057 1.465
C -1.529 -1.238 1.024
N -1.235 -0.203 0.260
N -2.311 0.615 0.258
N -3.229 0.108 0.978
H -3.768 0.156 5.228
H -4.989 -0.094 3.980
H -3.465 0.701 3.582
H -3.799 -2.215 4.457
H -1.258 -0.674 3.726
H -1.327 -2.423 3.970
H -1.680 -1.322 5.299
H -4.575 -1.762 2.131
H -3.223 -2.902 2.251
H -0.892 -2.078 1.257
S -0.731 1.019 -2.785
C -0.774 2.764 -2.748
N 0.232 3.430 -3.347
C 0.352 4.768 -3.343
C -0.616 5.533 -2.750
C -1.706 4.888 -2.167
C -1.791 3.509 -2.171
H 0.979 2.863 -3.732
H 1.232 5.171 -3.820
H -0.519 6.607 -2.737
H -2.485 5.472 -1.695
H -2.611 2.985 -1.702
*
```

Atom charges from the Mulliken analysis, given in e for atoms 1 to 4: 1.11 -0.64 -0.32 -0.32

=====

# 4
# C27H24Cl3N2O3Pt

C27H24Cl3N2O3Pt as an isolated structure in a non-equilibrium geometry (ωB97M-V with the def2-TZVPD basis set, the OMol25 dataset).

Computed properties:
F_max: 0.10493 Eh/bohr
Kohn-Sham gap (spin up / spin down): 6.2627 / 5.1037 eV
HOMO level (spin up / spin down): -9.62 / -11.22 eV
LUMO level (spin up / spin down): -3.358 / -6.112 eV

ORCA input file:
```
! RIJCOSX wB97M-V def2-TZVPD def2/J DEFGRID3
* xyz 1 5
Pt -0.146 0.615 -0.488
N -0.444 3.200 2.718
C -0.010 0.979 1.552
O -0.267 2.619 0.005
C 0.536 0.379 2.794
C 1.531 -0.732 2.509
H -1.593 3.646 1.053
H -0.459 4.171 2.986
H -0.321 -0.022 3.356
H 0.950 1.182 3.408
H 0.974 -1.671 2.438
H 2.271 -0.819 3.306
Cl -0.943 0.460 -5.474
C -0.183 -0.724 -4.540
C 0.266 -1.904 -5.133
C 0.869 -2.857 -4.358
Cl 1.416 -4.295 -5.095
C 1.045 -2.691 -2.932
C 1.639 -3.679 -2.110
C 1.768 -3.434 -0.793
C 1.362 -2.164 -0.154
N 0.620 -1.257 -1.009
C 0.570 -1.515 -2.323
C -0.019 -0.475 -3.137
O -0.350 0.615 -2.616
H 0.145 -2.055 -6.195
H 1.958 -4.617 -2.539
H 2.159 -4.204 -0.145
H 0.700 -2.389 0.692
C 3.370 -2.527 1.396
C 2.657 -1.489 0.529
O 2.182 -0.419 1.293
C 3.574 -0.895 -0.536
C 3.258 0.328 -1.126
C 4.078 0.887 -2.094
C 5.239 0.238 -2.490
C 5.574 -0.969 -1.899
C 4.748 -1.531 -0.934
H 2.682 -3.000 2.098
H 4.156 -2.025 1.959
H 3.826 -3.315 0.807
H 2.372 0.865 -0.818
H 3.811 1.840 -2.532
H 5.882 0.675 -3.241
H 6.485 -1.481 -2.180
H 5.047 -2.474 -0.499
Cl -0.821 2.519 1.451
C -2.408 1.757 1.400
C -3.148 1.607 2.542
C -4.075 0.562 2.626
C -4.312 -0.246 1.514
C -3.764 0.090 0.292
C -2.925 1.229 0.166
C -2.771 1.921 -1.034
H -2.862 2.182 3.417
H -4.569 0.372 3.568
H -4.959 -1.108 1.598
H -4.032 -0.441 -0.613
H -2.485 2.960 -1.028
H -3.275 1.552 -1.917
*
```

Atom charges from the Mulliken analysis, given in e for atoms 1 to 4: 1.14 -0.84 -0.28 -0.83

=====

# 5
# C27H24Cl5CrN6O4

C27H24Cl5CrN6O4 as an isolated structure (ωB97M-V with the def2-TZVPD basis set, the OMol25 dataset).

Computed properties:
F_max: 0.01233 Eh/bohr
Kohn-Sham gap (spin up / spin down): 7.7954 / 8.0648 eV
HOMO level (spin up / spin down): -8.45 / -8.32 eV
LUMO level (spin up / spin down): -0.651 / -0.255 eV

ORCA input file:
```
! RIJCOSX wB97M-V def2-TZVPD def2/J DEFGRID3
* xyz 0 2
Cr 0.038 -0.285 -0.304
C 4.086 -0.982 -1.617
O 4.287 -1.947 -0.584
C 3.754 -1.752 0.648
C 4.438 -2.320 1.697
C 3.970 -2.233 3.011
C 2.807 -1.553 3.267
C 2.073 -0.994 2.207
C 0.889 -0.230 2.504
N 0.075 0.147 1.595
N -0.864 1.125 1.913
C -1.102 1.799 0.821
O -0.456 1.591 -0.315
C -2.187 2.804 0.857
C -3.158 2.774 1.855
C -4.200 3.687 1.830
C -4.278 4.629 0.810
C -3.311 4.657 -0.186
C -2.270 3.741 -0.166
C 2.531 -1.100 0.878
O 1.842 -0.636 -0.163
H 3.094 -1.053 -2.050
H 4.834 -1.209 -2.371
H 4.240 0.032 -1.246
H 5.359 -2.843 1.468
H 4.534 -2.685 3.819
H 2.437 -1.444 4.281
H 0.720 0.136 3.516
H -3.085 2.027 2.635
H -4.962 3.658 2.601
H -5.097 5.339 0.788
H -3.372 5.389 -0.984
H -1.516 3.741 -0.942
Cl -4.741 0.568 -5.473
C -3.904 0.257 -4.002
C -2.519 0.182 -3.991
Cl -1.605 0.382 -5.438
C -1.865 -0.062 -2.796
Cl -0.125 -0.174 -2.732
C -2.525 -0.255 -1.581
O -1.892 -0.511 -0.460
C -3.925 -0.181 -1.617
Cl -4.756 -0.417 -0.129
C -4.602 0.073 -2.803
Cl -6.319 0.163 -2.800
C -0.820 -3.093 -1.546
N -1.146 -4.511 -1.487
C -2.072 -4.734 -0.366
N -1.493 -4.314 0.915
C -1.179 -2.893 0.832
N -0.212 -2.592 -0.278
C 1.007 -3.415 -0.021
N 0.712 -4.842 0.040
C 0.088 -5.256 -1.221
C -0.252 -5.066 1.125
H -1.728 -2.532 -1.734
H -0.116 -2.922 -2.357
H -2.311 -5.797 -0.315
H -2.991 -4.176 -0.545
H -0.726 -2.563 1.769
H -2.083 -2.323 0.661
H 1.433 -3.111 0.932
H 1.732 -3.219 -0.811
H -0.141 -6.320 -1.172
H 0.790 -5.085 -2.039
H 0.198 -4.756 2.070
H -0.485 -6.130 1.179
*
```

Atom charges from the Mulliken analysis, given in e for atoms 1 to 4: -0.38 -0.61 -0.51 0.86

=====

# 6
# C27H24ClF10N4S2V

C27H24ClF10N4S2V as an isolated structure in a non-equilibrium geometry (ωB97M-V with the def2-TZVPD basis set, the OMol25 dataset).

Computed properties:
F_max: 0.05298 Eh/bohr
Kohn-Sham gap (spin up / spin down): 4.7209 / 4.7320 eV
HOMO level (spin up / spin down): -0.30 / -0.31 eV
LUMO level (spin up / spin down): 4.419 / 4.421 eV

ORCA input file:
```
! RIJCOSX wB97M-V def2-TZVPD def2/J DEFGRID3
* xyz -2 3
V 0.218 0.656 -0.227
C 1.005 -2.106 -1.287
N 0.339 -1.514 -0.118
C -0.868 -2.288 0.242
C -1.893 -2.353 -0.856
N -2.121 -1.012 -1.340
C -2.813 -0.758 -2.452
C -2.949 0.616 -2.833
F -2.448 1.557 -1.998
C -3.555 1.061 -3.980
F -3.597 2.385 -4.244
C -4.141 0.183 -4.876
F -4.714 0.622 -6.026
C -4.114 -1.149 -4.544
F -4.711 -2.040 -5.368
C -3.504 -1.606 -3.387
F -3.655 -2.948 -3.181
C 1.233 -1.536 1.071
C 2.500 -0.727 0.853
N 2.196 0.477 0.077
C 3.237 1.310 -0.228
C 3.004 2.557 -0.851
F 1.749 2.964 -1.085
C 3.990 3.435 -1.231
F 3.657 4.594 -1.824
C 5.318 3.152 -1.004
F 6.291 3.996 -1.397
C 5.605 1.971 -0.371
F 6.889 1.649 -0.122
C 4.603 1.092 0.015
F 5.051 -0.009 0.664
H 1.312 -3.133 -1.057
H 1.872 -1.510 -1.557
H 0.318 -2.109 -2.131
H -1.280 -1.847 1.152
H -0.559 -3.311 0.492
H -2.786 -2.802 -0.391
H -1.554 -3.066 -1.608
H 1.505 -2.566 1.331
H 0.671 -1.110 1.901
H 3.243 -1.345 0.341
H 2.902 -0.482 1.840
C 0.323 1.239 5.558
C 0.232 1.484 4.050
S -0.911 0.433 3.213
C 0.993 2.446 3.478
C 1.916 3.294 4.332
S 1.065 2.886 1.766
H -0.282 0.373 5.821
H -0.048 2.094 6.139
H 1.352 1.045 5.884
H 1.816 3.095 5.403
H 1.709 4.355 4.160
H 2.961 3.130 4.046
C 0.408 0.835 -2.307
H 0.071 1.816 -2.664
H -0.230 0.076 -2.784
H 1.438 0.686 -2.649
Cl -4.716 0.974 2.045
C -3.408 1.849 1.304
C -3.402 3.220 1.276
C -2.346 3.858 0.644
C -1.332 3.109 0.085
N -1.338 1.764 0.122
C -2.362 1.147 0.722
H -4.203 3.778 1.743
H -2.300 4.936 0.580
H -0.533 3.584 -0.462
H -2.381 0.069 0.701
*
```

Atom charges from the Mulliken analysis, given in e for atoms 1 to 4: 0.09 -1.44 1.20 -1.01

=====

# 7
# C27H24F10N5O3OsS

C27H24F10N5O3OsS as an isolated structure (ωB97M-V with the def2-TZVPD basis set, the OMol25 dataset).

Computed properties:
F_max: 0.01039 Eh/bohr
Kohn-Sham gap (spin up / spin down): 6.7670 / 7.3767 eV
HOMO level (spin up / spin down): -6.69 / -7.32 eV
LUMO level (spin up / spin down): 0.077 / 0.056 eV

ORCA input file:
```
! RIJCOSX wB97M-V def2-TZVPD def2/J DEFGRID3
* xyz 0 2
Os 1.067 0.653 0.211
C -1.595 1.855 1.415
N -0.126 1.878 1.549
C 0.391 3.186 1.112
C 0.080 3.320 -0.376
N 0.295 2.024 -1.076
C 0.026 2.004 -2.447
C 0.046 0.818 -3.212
F 0.315 -0.370 -2.666
C -0.238 0.767 -4.564
F -0.191 -0.408 -5.195
C -0.573 1.902 -5.269
F -0.836 1.855 -6.576
C -0.623 3.086 -4.573
F -0.947 4.217 -5.207
C -0.338 3.130 -3.219
F -0.433 4.369 -2.689
C 0.303 1.442 2.894
C 0.116 -0.061 2.949
N 0.654 -0.690 1.733
C 0.732 -2.069 1.760
C 1.804 -2.783 1.198
F 2.853 -2.119 0.702
C 1.879 -4.158 1.183
F 2.944 -4.754 0.639
C 0.891 -4.931 1.764
F 0.966 -6.264 1.757
C -0.163 -4.281 2.363
F -1.159 -4.982 2.918
C -0.232 -2.899 2.351
F -1.374 -2.369 2.858
H -2.018 2.771 1.839
H -2.000 1.003 1.948
H -1.884 1.784 0.370
H 1.461 3.184 1.309
H -0.066 4.016 1.667
H 0.687 4.127 -0.782
H -0.962 3.642 -0.477
H -0.288 1.927 3.681
H 1.345 1.729 3.007
H -0.951 -0.255 3.074
H 0.586 -0.454 3.859
O 2.707 1.055 1.317
N 3.889 1.148 0.652
C 4.905 1.704 1.344
C 6.153 1.794 0.799
C 6.349 1.282 -0.493
C 5.303 0.711 -1.163
C 4.022 0.629 -0.585
S 2.673 -0.083 -1.360
H 4.632 2.051 2.329
H 6.952 2.251 1.361
H 7.325 1.339 -0.957
H 5.423 0.303 -2.157
O -0.989 -2.971 -0.869
C -1.671 -2.068 -0.479
O -1.333 -0.781 -0.695
C -3.009 -2.282 0.215
N -3.629 -1.003 0.602
C -5.034 -1.011 0.164
C -4.986 -1.837 -1.112
C -4.012 -2.960 -0.747
H -2.809 -2.921 1.074
H -2.080 -0.249 -0.351
H -3.547 -0.847 1.598
H -5.393 0.007 0.012
H -5.687 -1.499 0.897
H -4.593 -1.235 -1.934
H -5.967 -2.208 -1.403
H -3.504 -3.392 -1.607
H -4.531 -3.767 -0.232
*
```

Atom charges from the Mulliken analysis, given in e for atoms 1 to 4: 2.69 -1.22 0.17 -1.28